Entry from the Open Molecules 2025 dataset: a molecular structure, C14H10F3MnN4O7 (ωB97M-V/def2-TZVPD).

XYZ file:
```
39
C14H10F3MnN4O7 (ωB97M-V/def2-TZVPD)
Mn -0.84 1.08 -0.60
O 5.85 0.33 0.82
C 5.39 1.47 0.61
O 5.93 2.59 0.54
C 3.84 1.50 0.53
C 3.09 0.65 1.33
C 1.72 0.65 1.22
N 1.07 1.42 0.35
C 1.78 2.25 -0.44
C 3.15 2.34 -0.35
C 0.98 3.04 -1.48
O 1.51 3.97 -2.05
O -0.23 2.60 -1.67
H 3.60 -0.03 2.01
H 1.11 0.02 1.86
H 3.68 3.04 -0.97
F -5.17 0.43 0.32
C -5.08 1.78 0.35
F -5.65 2.23 -0.78
F -5.84 2.19 1.37
C -3.62 2.30 0.48
O -3.49 3.43 0.87
O -2.75 1.42 0.15
C 1.23 -3.34 -1.81
N 0.19 -2.84 -0.92
C -0.38 -3.64 0.01
C -1.37 -3.21 0.82
C -1.82 -1.86 0.66
N -1.24 -1.08 -0.23
C -0.23 -1.51 -1.03
O 0.27 -0.73 -1.82
N -2.79 -1.31 1.39
H 0.87 -4.23 -2.33
H 2.13 -3.59 -1.25
H 1.47 -2.56 -2.52
H 0.01 -4.64 0.07
H -1.81 -3.87 1.56
H -3.45 -1.90 1.87
H -3.10 -0.39 1.07
```

Calculated values
LUMO energy (spin up / spin down) (eV): 1.5 / 1.5
Charge: -1
E_tot (Ha): -2736.09193
Frontier orbital gap (spin up / spin down) (eV): 6.741 / 6.683
Multiplicity: 6

=====

Entry from the Open Molecules 2025 dataset: a molecular structure, C27H75IN4O13PS10 in a non-equilibrium geometry (ωB97M-V/def2-TZVPD).

XYZ file:
```
131
C27H75IN4O13PS10 (ωB97M-V/def2-TZVPD)
C 0.91 0.81 -4.86
C -0.35 1.80 -4.50
O -1.59 1.50 -5.25
C -2.74 2.13 -4.56
C -3.48 1.07 -3.50
O -3.80 -0.13 -4.31
C -3.69 -1.36 -3.47
N -2.35 -2.03 -3.52
C -1.46 -1.76 -2.35
O -0.67 -2.95 -1.89
C 0.43 -2.47 -1.00
C 1.85 -3.35 -0.95
O 0.27 -1.36 -0.22
C -2.36 -3.44 -4.01
N -2.85 -4.56 -3.39
S -3.63 -4.43 -1.84
N -1.72 -3.69 -5.40
I -1.63 -1.90 -6.47
P -0.05 -4.38 -5.18
N 0.97 -3.33 -4.48
H 1.58 1.20 -5.76
H 0.56 -0.32 -5.01
H 1.65 0.78 -3.92
H -0.64 1.74 -3.35
H -0.04 2.91 -4.75
H -2.45 3.15 -4.02
H -3.56 2.34 -5.40
H -2.77 0.81 -2.60
H -4.42 1.61 -3.05
H -3.99 -1.00 -2.37
H -4.51 -2.17 -3.75
H -2.03 -1.23 -1.46
H -0.64 -0.98 -2.71
H 1.90 -3.99 -1.94
H 2.79 -2.65 -0.87
H 1.83 -4.08 -0.02
H -2.77 -5.53 -3.83
H -3.66 -5.70 -1.22
H -0.13 -5.65 -4.45
H 0.48 -4.67 -6.50
H 0.46 -2.45 -4.25
C 4.89 2.15 -1.62
S 3.75 3.32 -2.39
O 2.80 2.53 -3.24
C 4.97 4.08 -3.49
H 4.33 1.54 -0.91
H 5.34 1.51 -2.38
H 5.67 2.70 -1.08
H 5.41 3.31 -4.13
H 5.75 4.56 -2.89
H 4.47 4.82 -4.11
C 3.44 -7.74 2.10
S 4.09 -6.28 1.26
O 2.94 -5.35 1.00
C 4.47 -7.12 -0.30
H 3.10 -7.45 3.10
H 2.60 -8.15 1.54
H 4.23 -8.49 2.20
H 3.57 -7.56 -0.71
H 5.23 -7.89 -0.13
H 4.87 -6.38 -1.00
C -3.04 -1.51 1.19
S -4.32 -2.21 2.25
O -4.98 -3.32 1.49
C -5.42 -0.77 2.20
H -2.25 -2.25 1.05
H -3.46 -1.24 0.22
H -2.61 -0.62 1.67
H -5.69 -0.55 1.17
H -4.91 0.09 2.64
H -6.32 -1.00 2.77
C -1.53 -6.72 3.09
S 0.21 -6.84 3.55
O 0.31 -7.70 4.77
C 0.38 -5.12 4.09
H -1.87 -7.70 2.76
H -2.12 -6.41 3.96
H -1.65 -6.00 2.28
H -0.33 -4.91 4.89
H 0.20 -4.45 3.24
H 1.40 -4.97 4.46
C 3.02 1.11 2.95
S 4.74 1.49 2.51
O 4.98 0.94 1.14
C 5.49 0.35 3.70
H 2.36 1.69 2.30
H 2.83 0.04 2.81
H 2.84 1.39 3.99
H 5.14 -0.67 3.51
H 5.23 0.65 4.71
H 6.58 0.39 3.58
C -3.57 4.24 -1.17
S -3.72 3.41 0.43
O -4.40 2.09 0.19
C -4.96 4.54 1.11
H -2.86 3.68 -1.78
H -4.54 4.27 -1.67
H -3.19 5.25 -1.02
H -5.85 4.55 0.47
H -4.54 5.54 1.19
H -5.24 4.19 2.11
C -9.81 3.96 2.51
S -8.73 4.14 3.95
O -7.46 4.78 3.49
C -8.41 2.37 4.17
H -10.11 4.95 2.17
H -9.27 3.45 1.71
H -10.70 3.39 2.79
H -7.96 1.96 3.26
H -9.35 1.86 4.39
H -7.72 2.25 5.01
C 7.94 0.59 8.57
S 6.80 1.76 7.79
O 5.85 0.97 6.94
C 8.02 2.52 6.69
H 7.38 -0.02 9.28
H 8.39 -0.05 7.80
H 8.72 1.14 9.10
H 8.46 1.76 6.05
H 8.79 3.00 7.29
H 7.51 3.27 6.08
C 2.77 9.08 -3.49
S 2.07 7.84 -2.38
O 3.21 7.07 -1.78
C 1.34 6.81 -3.68
H 3.32 9.81 -2.89
H 3.46 8.60 -4.19
H 1.97 9.58 -4.04
H 2.12 6.48 -4.37
H 0.59 7.39 -4.22
H 0.87 5.94 -3.22
```

Calculated values
LUMO energy (eV): -4.1
Charge: +1
E_tot (Ha): -6890.93732
Frontier orbital gap (eV): 5.769

=====

- Among the records above, which one has the lowest charge?
  C14H10F3MnN4O7